The following is a DFT calculation (ωB97M-V/def2-TZVPD) of a structure of composition C49H41HfN13O5S2.

Cartesian coordinates (Å):
Hf1 -0.73420 0.61511 1.28725
C1 -7.33137 0.49833 1.76268
C2 -7.29917 0.91706 0.42185
C3 -6.12078 1.33341 -0.17341
C4 -4.96914 1.30068 0.60148
C5 -3.58825 1.66928 0.31812
N1 -3.20683 2.29814 -0.75950
C6 -1.93695 2.66487 -0.97158
C7 -1.54828 3.51174 -2.07819
C8 -2.29264 4.18523 -3.04789
C9 -1.60589 4.98954 -3.93540
C10 -0.20459 5.13047 -3.85907
C11 0.52977 4.46986 -2.89579
C12 -0.16324 3.64726 -2.00543
C13 0.26200 2.89474 -0.84892
N2 1.53412 2.85406 -0.45242
C14 1.88535 2.40636 0.73048
N3 1.01785 2.03863 1.73271
C15 1.77815 1.73466 2.82276
N4 1.34232 1.49154 4.05752
C16 0.07346 1.32470 4.32734
N5 -0.98361 1.30143 3.43371
C17 -2.10875 1.00335 4.15619
N6 -3.33319 0.82022 3.70392
C18 -3.63868 0.98879 2.42868
N7 -2.80694 1.40249 1.43284
C19 -4.99979 0.87909 1.92372
C20 -6.18382 0.48474 2.53444
C21 -1.78516 0.91715 5.57600
C22 -2.57229 0.66399 6.68496
C23 -1.93490 0.60647 7.91480
C24 -0.54973 0.78940 8.02110
C25 0.22803 1.04747 6.90224
C26 -0.42160 1.11396 5.68303
C27 3.19146 1.79428 2.49828
C28 4.33253 1.44795 3.21607
C29 5.55097 1.58516 2.57451
C30 5.62500 2.07809 1.25839
C31 4.48599 2.42201 0.55163
C32 3.26170 2.25835 1.18809
N8 -0.82689 2.29121 -0.26604
H1 -8.27239 0.18118 2.19682
H2 -8.21810 0.91838 -0.15281
H3 -6.08843 1.67340 -1.20282
H4 -3.37083 4.07782 -3.08946
H5 -2.15078 5.53863 -4.69422
H6 0.29998 5.78154 -4.56370
H7 1.60756 4.58279 -2.82514
H8 -6.19561 0.17918 3.57522
H9 -3.64001 0.50916 6.58697
H10 -2.51411 0.40984 8.80924
H11 -0.07972 0.72066 8.99486
H12 1.30205 1.17690 6.97086
H13 4.25454 1.07232 4.23088
H14 6.46395 1.31098 3.09052
H15 6.59650 2.18593 0.78955
H16 4.54494 2.79921 -0.46444
O1 -0.67330 -1.57792 4.05397
S1 -0.39160 -1.67788 2.65208
O2 0.00237 -2.97840 2.18369
O3 0.64418 -0.63238 2.20366
O4 -1.58708 -1.13048 1.82534
C33 2.74752 1.48032 -3.26669
C34 1.71738 0.35310 -3.17012
C35 2.16608 -0.80160 -2.28554
S2 2.05027 -0.40923 -0.54008
O5 0.53545 -0.17371 -0.37956
C36 2.46687 -2.04877 0.07707
C37 3.92850 -2.05344 0.52084
C38 4.32053 -3.42811 1.05642
H17 2.42139 2.23673 -3.98471
H18 3.71632 1.09192 -3.60416
H19 2.88522 1.97962 -2.30485
H20 1.52593 -0.05551 -4.16297
H21 0.76047 0.73138 -2.79514
H22 3.21269 -1.06997 -2.46827
H23 1.52838 -1.68292 -2.40940
H24 2.26920 -2.78344 -0.70896
H25 1.79816 -2.23477 0.91126
H26 4.06797 -1.29340 1.29612
H27 4.58112 -1.77662 -0.31469
H28 3.65319 -3.72692 1.87106
H29 5.34436 -3.42009 1.43774
H30 4.25623 -4.19120 0.27385
C39 -1.36311 -3.25532 -0.56278
C40 -1.79653 -2.16476 -1.47911
N9 -1.94167 -0.88554 -1.21282
C41 -2.34172 -0.29212 -2.40573
C42 -2.40838 -1.21225 -3.39510
N10 -2.04348 -2.40895 -2.80430
C43 -1.95224 -3.67914 -3.48965
N11 -0.61033 -4.21199 -3.47109
N12 -0.34175 -5.37624 -2.81945
N13 0.91971 -5.60428 -2.88086
C44 1.51522 -4.55431 -3.57197
C45 2.85625 -4.32464 -3.89119
C46 3.14928 -3.18113 -4.60123
C47 2.13405 -2.28019 -4.99381
C48 0.81035 -2.49395 -4.67909
C49 0.53235 -3.65886 -3.95350
H31 -1.39525 -2.92907 0.46614
H32 -0.33617 -3.56674 -0.77702
H33 -1.99637 -4.13745 -0.67197
H34 -2.55419 0.75880 -2.49033
H35 -2.66806 -1.13433 -4.44231
H36 -2.26088 -3.51118 -4.51501
H37 -2.58855 -4.43089 -3.04068
H38 3.62384 -5.02655 -3.58774
H39 4.17641 -2.96404 -4.87100
H40 2.40727 -1.39603 -5.55850
H41 0.03461 -1.79441 -4.97134

Summary:
total charge	0
energy	-104073.0032	eV
energy relative to the best compared isomer or geometry (same formula, charge and spin)	0.00	kJ/mol